# 1
Here is one molecule with the formula C25H34N2O2 from the OMol25 dataset. Energies are from ωB97M-V/def2-TZVPD.

Bonds (Å) are listed after each position.
Positions of all 63 atoms, in Å:
1 C 2.219 1.927 -3.525  C2 1.527, H30 1.087, H31 1.088, H32 1.088
2 C 1.980 2.987 -2.452  C1 1.527, C3 1.527, C4 1.537, H33 1.098
3 C 0.628 3.664 -2.671  C2 1.527, H34 1.086, H35 1.088, H36 1.088
4 C 2.132 2.417 -1.033  C2 1.537, C5 1.530, H37 1.093, H38 1.093
5 C 1.283 1.187 -0.706  C4 1.530, C6 1.544, N14 1.454, H39 1.094
6 C 1.802 0.511 0.582  C5 1.544, O7 1.406, H40 1.095, H41 1.097
7 O 3.070 -0.070 0.405  C6 1.406, C8 1.369
8 C 3.170 -1.286 -0.216  O7 1.369, C9 1.395, C13 1.390
9 C 4.468 -1.787 -0.323  C8 1.395, C10 1.379, H42 1.079
10 C 4.697 -3.015 -0.907  C9 1.379, C11 1.386, H43 1.080
11 C 3.637 -3.766 -1.393  C10 1.386, C12 1.382, H44 1.079
12 C 2.352 -3.268 -1.291  C11 1.382, C13 1.386, H45 1.080
13 C 2.108 -2.035 -0.709  C8 1.390, C12 1.386, H46 1.078
14 N -0.147 1.433 -0.606  C5 1.454, C15 1.445, C28 1.356
15 C -0.653 2.320 0.418  N14 1.445, C16 1.534, H47 1.090, H48 1.094
16 C -1.339 1.598 1.584  C15 1.534, N17 1.448, H49 1.094, H50 1.100
17 N -2.702 1.215 1.283  C16 1.448, C18 1.449, C26 1.451
18 C -3.470 0.886 2.467  N17 1.449, C19 1.550, H51 1.096, H52 1.092
19 C -2.883 -0.168 3.439  C18 1.550, C20 1.502, H53 1.093, H54 1.092
20 C -2.557 -1.477 2.778  C19 1.502, C21 1.391, C25 1.390
21 C -3.570 -2.290 2.282  C20 1.391, C22 1.383, H55 1.081
22 C -3.270 -3.468 1.622  C21 1.383, C23 1.385, H56 1.080
23 C -1.951 -3.855 1.451  C22 1.385, C24 1.384, H57 1.080
24 C -0.935 -3.069 1.966  C23 1.384, C25 1.384, H58 1.081
25 C -1.239 -1.894 2.630  C20 1.390, C24 1.384, H59 1.082
26 C -2.816 0.253 0.203  N17 1.451, C27 1.534, H60 1.092, H61 1.102
27 C -2.453 0.871 -1.153  C26 1.534, C28 1.513, H62 1.090, H63 1.091
28 C -0.970 0.726 -1.418  N14 1.356, C27 1.513, O29 1.218
29 O -0.549 -0.017 -2.286  C28 1.218
30 H 1.398 1.215 -3.558  C1 1.087
31 H 2.293 2.398 -4.503  C1 1.088
32 H 3.144 1.387 -3.335  C1 1.088
33 H 2.758 3.755 -2.553  C2 1.098
34 H -0.170 2.928 -2.695  C3 1.086
35 H 0.421 4.383 -1.881  C3 1.088
36 H 0.628 4.192 -3.622  C3 1.088
37 H 1.936 3.214 -0.311  C4 1.093
38 H 3.171 2.107 -0.899  C4 1.093
39 H 1.394 0.466 -1.521  C5 1.094
40 H 1.943 1.253 1.375  C6 1.095
41 H 1.079 -0.240 0.926  C6 1.097
42 H 5.279 -1.191 0.064  C9 1.079
43 H 5.707 -3.390 -0.983  C10 1.080
44 H 3.815 -4.727 -1.850  C11 1.079
45 H 1.518 -3.838 -1.673  C12 1.080
46 H 1.091 -1.679 -0.667  C13 1.078
47 H 0.195 2.880 0.813  C15 1.090
48 H -1.355 3.036 -0.018  C15 1.094
49 H -1.379 2.289 2.431  C16 1.094
50 H -0.719 0.735 1.870  C16 1.100
51 H -3.604 1.816 3.032  C18 1.096
52 H -4.456 0.557 2.133  C18 1.092
53 H -3.631 -0.330 4.219  C19 1.093
54 H -1.988 0.237 3.914  C19 1.092
55 H -4.601 -1.993 2.412  C21 1.081
56 H -4.068 -4.086 1.237  C22 1.080
57 H -1.716 -4.769 0.926  C23 1.080
58 H 0.097 -3.370 1.848  C24 1.081
59 H -0.438 -1.292 3.041  C25 1.082
60 H -3.857 -0.074 0.168  C26 1.092
61 H -2.191 -0.640 0.360  C26 1.102
62 H -2.772 1.913 -1.182  C27 1.090
63 H -2.966 0.325 -1.945  C27 1.091

* LUMO: 0.72 eV
* total charge: 0
* energy above the lowest of the compared OMol25 structures with the same formula, charge and spin: 0.0 kJ/mol
* SMILES string: CC(C)C[C@@H](COc1ccccc1)N1CCN(CCc2ccccc2)CCC1=O
* frontier orbital gap: 9.113 eV

# 2
Here is a 6-piece molecular cluster, C25H34N9OS overall at a distorted geometry from the OMol25 dataset. Energies are from ωB97M-V/def2-TZVPD.

Bonds (Å) are listed after each position.
Positions of all 70 atoms, in Å:
1 N -3.681 5.772 -4.344  C2 1.521, H12 1.030, H13 1.030
2 C -2.994 5.161 -5.555  N1 1.521, N3 1.477, H14 1.163, H15 1.147
3 N -3.587 3.821 -5.736  C2 1.477, C4 1.473
4 C -2.558 2.777 -5.885  N3 1.473, C5 1.622, H16 1.160, H17 1.164
5 C -1.708 2.488 -4.533  C4 1.622, S6 1.899, H18 1.140, H19 1.140
6 S -0.019 1.744 -4.976  C5 1.899, C7 1.866
7 C 1.112 3.216 -4.784  S6 1.866, N8 1.434, O11 1.409
8 N 1.784 3.634 -3.589  C7 1.434, N9 1.383
9 N 2.431 4.776 -4.026  N8 1.383, C10 1.421
10 C 2.162 5.050 -5.395  N9 1.421, O11 1.421, H20 1.132
11 O 1.311 4.036 -5.913  C7 1.409, C10 1.421
12 H -3.434 6.767 -4.243  N1 1.030
13 H -3.404 5.220 -3.519  N1 1.030
14 H -3.219 5.895 -6.429  C2 1.163
15 H -1.855 5.177 -5.417  C2 1.147
16 H -3.133 1.794 -6.099  C4 1.160
17 H -1.872 2.918 -6.815  C4 1.164
18 H -1.524 3.487 -4.016  C5 1.140
19 H -2.238 1.810 -3.786  C5 1.140
20 H 2.491 5.898 -6.069  C10 1.132
21 N 0.373 -1.039 -2.991  C22 1.368, C25 1.369, H26 1.013
22 C 0.788 -2.172 -3.635  N21 1.368, C23 1.374, H27 1.079
23 C 0.963 -3.157 -2.693  C22 1.374, C24 1.416, H28 1.080
24 C 0.637 -2.597 -1.434  C23 1.416, C25 1.374, H29 1.080
25 C 0.274 -1.290 -1.649  N21 1.369, C24 1.374, H30 1.079
26 H 0.171 -0.153 -3.440  N21 1.013
27 H 0.923 -2.181 -4.706  C22 1.079
28 H 1.289 -4.168 -2.889  C23 1.080
29 H 0.663 -3.096 -0.476  C24 1.080
30 H -0.045 -0.520 -0.964  C25 1.079
31 N 0.084 2.276 -0.485  C32 1.368, C35 1.370, H36 1.006
32 C 0.744 3.445 -0.746  N31 1.368, C33 1.374, H37 1.082
33 C 0.563 4.282 0.329  C32 1.374, C34 1.418, H38 1.080
34 C -0.231 3.588 1.276  C33 1.418, C35 1.373, H39 1.081
35 C -0.509 2.351 0.748  N31 1.370, C34 1.373, H40 1.080
36 H 0.042 1.483 -1.103  N31 1.006
37 H 1.283 3.580 -1.675  C32 1.082
38 H 0.960 5.282 0.423  C33 1.080
39 H -0.563 3.952 2.238  C34 1.081
40 H -1.077 1.521 1.139  C35 1.080
41 N 0.403 -4.143 2.234  C42 1.370, C45 1.369, H46 1.008
42 C -0.494 -4.089 3.269  N41 1.370, C43 1.373, H47 1.079
43 C -1.014 -5.348 3.447  C42 1.373, C44 1.417, H48 1.080
44 C -0.404 -6.195 2.489  C43 1.417, C45 1.374, H49 1.080
45 C 0.467 -5.425 1.757  N41 1.369, C44 1.374, H50 1.079
46 H 0.933 -3.363 1.881  N41 1.008
47 H -0.685 -3.161 3.785  C42 1.079
48 H -1.750 -5.628 4.185  C43 1.080
49 H -0.582 -7.251 2.350  C44 1.080
50 H 1.125 -5.678 0.939  C45 1.079
51 N -2.109 -0.951 5.289  C52 1.370, C55 1.369, H56 1.007
52 C -1.067 -0.460 4.547  N51 1.370, C53 1.373, H57 1.080
53 C -1.494 0.686 3.923  C52 1.373, C54 1.417, H58 1.080
54 C -2.842 0.898 4.307  C53 1.417, C55 1.374, H59 1.080
55 C -3.193 -0.126 5.152  N51 1.369, C54 1.374, H60 1.079
56 H -2.082 -1.788 5.849  N51 1.007
57 H -0.115 -0.968 4.527  C52 1.080
58 H -0.902 1.304 3.265  C53 1.080
59 H -3.483 1.711 3.999  C54 1.080
60 H -4.119 -0.339 5.665  C55 1.079
61 N 3.478 -3.328 5.522  C62 1.370, C65 1.370, H66 1.007
62 C 2.954 -4.174 4.581  N61 1.370, C63 1.373, H67 1.080
63 C 3.881 -5.156 4.331  C62 1.373, C64 1.417, H68 1.080
64 C 5.004 -4.896 5.156  C63 1.417, C65 1.373, H69 1.080
65 C 4.725 -3.764 5.882  N61 1.370, C64 1.373, H70 1.079
66 H 3.017 -2.513 5.893  N61 1.007
67 H 1.969 -4.004 4.171  C62 1.080
68 H 3.763 -5.972 3.633  C63 1.080
69 H 5.915 -5.474 5.213  C64 1.080
70 H 5.306 -3.232 6.620  C65 1.079

* LUMO: 1.80 eV
* total charge: -1
* frontier orbital gap: 4.307 eV

Q: The highest frontier orbital gap belongs to which entry?
A: C25H34N2O2

Q: Look up the total charge of the second one.
A: -1

Q: Which of these has the highest total charge?
A: C25H34N2O2

Q: Which of these has the lowest frontier orbital gap?
A: C25H34N9OS